Computed, not measured: a structure of composition C37H45Cl5GeINO3PTl, with ωB97M-V/def2-TZVPD.

## Properties
Max |F| (eV/A): 0.3
Energy (eV): -187918.699
Net charge: +3
⟨S²⟩: 0.754
M (g mol⁻¹): 1163.91
Spin multiplicity: 2

XYZ file:
```
95
Properties=species:S:1:pos:R:3:forces:R:3
Tl -0.7193 1.4476 -0.6176 -0.10 -0.08 -0.05
C -3.2219 -2.4426 1.8495 -0.01 -0.03 0.01
C -3.8683 -1.2955 1.0882 -0.03 0.01 0.04
C -5.2105 -1.7416 0.5189 0.06 0.00 -0.07
C -4.0409 -0.0771 1.9841 0.03 0.03 -0.04
O -2.9495 -0.9643 0.0109 -0.04 -0.09 0.11
Ge -3.4819 -0.1128 -1.4631 -0.04 -0.15 0.01
O -3.3417 1.5830 -0.8893 -0.04 0.26 0.13
C -4.0601 2.7331 -1.4261 -0.06 0.07 -0.10
C -5.4991 2.3352 -1.7195 0.02 -0.04 0.05
C -3.3538 3.2029 -2.6894 0.05 -0.07 0.01
C -4.0049 3.7953 -0.3406 0.02 -0.03 0.02
O -1.9145 -0.1421 -2.3267 0.20 0.14 -0.20
C -1.5574 -0.7894 -3.5782 0.01 -0.12 -0.04
C -2.7956 -1.3952 -4.2232 -0.02 0.01 0.08
C -0.9493 0.2778 -4.4739 -0.02 0.04 0.03
C -0.5376 -1.8657 -3.2359 0.02 -0.01 0.03
H -3.9065 -2.8338 2.6017 0.01 0.00 0.01
H -2.9532 -3.2506 1.1692 -0.01 0.00 0.01
H -2.3197 -2.1041 2.3692 0.00 0.00 -0.03
H -5.8979 -2.0180 1.3174 0.00 -0.01 0.01
H -5.6847 -0.9315 -0.0467 -0.01 0.00 0.03
H -5.0842 -2.6014 -0.1412 -0.01 0.00 0.01
H -4.6489 -0.3222 2.8550 0.00 0.00 0.01
H -3.0666 0.2806 2.3306 0.00 -0.01 0.02
H -4.5213 0.7423 1.4480 0.00 0.00 0.00
H -5.5439 1.5716 -2.5027 0.00 0.01 -0.01
H -5.9829 1.9483 -0.8204 -0.01 0.02 0.00
H -6.0705 3.1938 -2.0705 0.00 0.01 0.00
H -3.4137 2.4494 -3.4779 0.00 0.00 0.01
H -3.8021 4.1222 -3.0648 -0.01 0.00 -0.01
H -2.2968 3.4073 -2.4872 -0.01 0.03 0.00
H -4.4585 3.4259 0.5798 0.00 0.00 0.00
H -2.9672 4.0752 -0.1434 0.00 0.00 0.00
H -4.5397 4.6897 -0.6590 0.00 0.00 0.00
H -3.5622 -0.6318 -4.3808 0.01 0.00 -0.03
H -2.5514 -1.8209 -5.1958 0.01 -0.02 0.00
H -3.2103 -2.1953 -3.6036 0.00 0.00 -0.01
H -1.6851 1.0446 -4.7190 0.00 0.00 -0.01
H -0.1005 0.7532 -3.9765 0.00 -0.01 0.00
H -0.5948 -0.1642 -5.4053 0.00 0.00 -0.01
H -0.9420 -2.5408 -2.4795 -0.01 -0.02 -0.02
H -0.2834 -2.4496 -4.1214 0.03 0.01 -0.01
H 0.3781 -1.4093 -2.8484 -0.01 0.00 0.02
I 0.4499 -0.8479 2.3657 -0.06 -0.06 -0.03
C 1.4589 -1.7734 3.9989 -0.10 0.12 -0.20
C 0.7765 -2.1310 5.1148 0.09 -0.05 0.08
C 1.5210 -2.7522 6.1466 -0.04 0.02 -0.01
C 2.8600 -2.9721 5.9979 0.01 0.00 -0.01
C 3.5470 -2.5885 4.8174 0.04 0.00 -0.01
C 4.9330 -2.8193 4.6391 -0.01 -0.01 0.04
C 5.5772 -2.4573 3.4877 0.00 0.03 -0.05
C 4.8673 -1.8330 2.4464 0.03 -0.03 0.05
C 3.5221 -1.5820 2.5912 -0.18 -0.06 0.01
P 2.6729 -0.7511 1.2586 0.10 -0.06 0.03
C 3.1393 0.9571 1.0980 0.02 0.02 -0.03
C 4.2800 1.2796 0.3469 0.02 -0.01 0.06
C 4.7509 2.5809 0.3441 -0.01 -0.02 -0.02
C 4.1059 3.5600 1.0867 0.00 0.01 0.02
C 2.9887 3.2382 1.8452 0.00 0.01 0.00
C 2.5037 1.9426 1.8617 0.00 0.02 -0.08
C 2.5718 -1.7512 -0.2014 0.11 0.09 0.02
C 2.0038 -3.0275 -0.0742 0.14 -0.11 0.00
C 2.0811 -3.9157 -1.1282 -0.06 -0.01 0.04
C 2.7312 -3.5496 -2.3031 0.01 0.02 -0.03
C 3.2783 -2.2819 -2.4388 -0.02 0.01 0.01
C 3.1957 -1.3720 -1.3973 -0.19 0.06 -0.06
C 2.8330 -1.9596 3.7688 0.02 -0.04 0.09
H -0.2848 -1.9621 5.2366 0.00 0.00 0.00
H 1.0083 -3.0495 7.0507 0.01 0.00 0.00
H 3.4209 -3.4510 6.7902 0.00 0.00 0.00
H 5.4827 -3.2993 5.4394 0.00 0.00 0.00
H 6.6345 -2.6485 3.3697 0.00 0.00 -0.01
H 5.3934 -1.5565 1.5395 0.01 0.00 0.00
H 4.8355 0.5329 -0.1991 -0.01 -0.10 -0.06
H 5.6319 2.8251 -0.2340 0.01 0.00 0.01
H 4.4848 4.5733 1.0878 -0.01 0.00 -0.01
H 2.4971 3.9991 2.4356 0.00 0.00 -0.01
H 1.6337 1.7228 2.4650 0.00 0.01 0.00
H 1.5167 -3.3408 0.8416 0.02 0.01 0.04
H 1.6418 -4.8993 -1.0331 0.01 0.00 0.00
H 2.8044 -4.2573 -3.1184 0.00 0.00 0.00
H 3.7686 -1.9931 -3.3590 0.01 0.00 0.00
H 3.5933 -0.3814 -1.5411 0.04 0.11 0.05
Cl -0.2266 4.6203 0.5288 0.02 -0.01 0.04
C -1.0590 4.4477 2.0822 -0.01 0.02 -0.02
Cl -1.2539 2.7370 2.5518 0.01 0.07 0.02
H -2.0486 4.8796 1.9949 -0.01 -0.01 0.01
H -0.4705 4.9412 2.8456 -0.01 0.00 0.01
Cl 2.9433 0.8321 -5.4799 -0.01 -0.02 -0.03
C 3.5216 1.9248 -4.2237 -0.07 -0.03 0.13
Cl 5.0744 1.3479 -3.5744 0.01 -0.02 0.01
Cl 3.6589 3.5665 -4.8092 0.02 0.08 -0.04
C 2.5532 1.8913 -3.1131 0.06 -0.04 -0.06
N 1.8115 1.8251 -2.2412 0.00 0.01 0.00
```
Forces are in eV/Å.

Partial atomic charges computed with the Löwdin method, in multiples of e: 0.8380 -0.0299 -0.6740 -0.0396 -0.0203 -0.2822 0.9330 -0.4031 -0.6654 -0.0312 -0.0145 -0.0145 -0.4112 -0.6602 -0.0400 -0.0159 -0.0179 0.1027 0.0973 0.0212 0.1066 0.0717 0.0998 0.1056 0.0542 0.0806 0.0787 0.0948 0.1083 0.0845 0.1080 0.0785 0.0972 0.0440 0.1088 0.0871 0.1072 0.0911 0.0907 0.0534 0.1013 0.0946 0.1036 0.0712 1.4790 -0.4629 -0.0780 -0.0158 0.0301 -0.1253 0.0420 -0.0107 -0.0250 -0.3008 0.9412 -0.3530 -0.0853 -0.0310 -0.0087 -0.0465 -0.1145 -0.3558 -0.0837 -0.0294 -0.0126 -0.0360 -0.0707 -0.2176 0.1229 0.1328 0.1400 0.1417 0.1315 0.1258 0.0994 0.1261 0.1315 0.1196 0.0336 0.0993 0.1291 0.1319 0.1189 0.0571 0.5277 -0.9257 0.4888 0.0364 0.0409 0.6654 -1.6216 0.6419 0.6997 -0.3783 0.1606